Entry 1:
99
Properties=species:S:1:pos:R:3:lowdin_spin:R:1 method="wB97M-V/def2-TZVPD" total_charge=+3 e_lumo_ev="-9.301 / -10.557" s2=6.114 spin_multiplicity=5 energy_ev=-228782.078 e_homo_ev="-14.8 / -15.7"
Pd -0.392 0.912 -0.499 0.866
S -0.420 2.043 1.659 0.398
C 1.297 2.155 1.761 0.095
N 1.920 2.145 2.916 0.036
N 3.240 2.377 2.713 0.324
C 4.183 1.727 3.441 0.057
C 3.815 0.844 4.504 0.109
C 4.752 -0.087 4.861 0.004
C 6.067 -0.093 4.402 0.178
C 6.475 0.924 3.516 -0.009
C 5.531 1.823 3.017 0.127
N 1.988 2.248 0.618 -0.049
N 1.332 2.081 -0.483 0.104
C 1.888 2.759 -1.554 0.027
C 1.137 2.855 -2.752 0.051
C 1.490 3.781 -3.721 0.002
C 2.681 4.431 -3.579 0.048
C 3.553 4.185 -2.473 0.001
C 3.092 3.472 -1.388 0.023
H 3.496 2.972 1.892 0.002
H 2.771 0.841 4.824 0.005
H 4.535 -0.747 5.673 -0.003
H 6.776 -0.865 4.743 0.007
H 7.503 1.009 3.181 -0.003
H 5.803 2.520 2.211 0.004
H 0.151 2.360 -2.801 0.012
H 0.860 4.050 -4.532 -0.001
H 3.027 5.123 -4.362 0.002
H 4.554 4.618 -2.488 0.000
H 3.635 3.393 -0.417 0.001
C -0.645 -2.372 -1.023 0.051
N -1.950 -2.541 -0.359 0.349
C -2.743 -1.435 0.108 0.034
P -2.468 0.290 -0.769 0.129
C -3.544 1.476 0.073 0.024
C -3.988 2.570 -0.633 0.018
C -4.870 3.494 -0.056 -0.001
C -5.344 3.272 1.213 0.015
C -4.891 2.164 1.943 0.001
C -3.959 1.303 1.412 0.009
C -3.020 0.220 -2.461 0.041
C -2.022 0.315 -3.484 0.023
C -2.429 0.235 -4.812 0.001
C -3.760 0.095 -5.155 0.003
C -4.756 -0.029 -4.123 0.002
C -4.419 0.106 -2.800 0.008
C -2.515 -3.832 -0.231 0.095
C -3.309 -4.120 0.920 0.078
C -4.084 -5.223 0.947 0.013
C -4.034 -6.190 -0.091 0.183
C -3.131 -6.008 -1.124 0.009
C -2.358 -4.847 -1.186 0.121
P 0.521 -1.204 -0.034 0.192
C 2.206 -1.402 -0.761 0.026
C 2.410 -1.715 -2.083 0.016
C 3.687 -2.161 -2.462 -0.001
C 4.758 -2.211 -1.611 0.016
C 4.572 -1.715 -0.339 0.000
C 3.310 -1.326 0.088 0.015
C 0.648 -2.020 1.558 0.033
C 0.403 -1.399 2.747 0.002
C 0.346 -2.174 3.889 0.000
C 0.684 -3.522 3.846 -0.001
C 1.176 -4.083 2.700 0.002
C 1.243 -3.310 1.552 0.008
H -0.750 -2.062 -2.086 0.014
H -0.194 -3.397 -0.921 0.005
H -2.589 -1.251 1.157 0.017
H -3.777 -1.696 -0.041 0.003
H -3.595 2.786 -1.612 0.000
H -5.145 4.392 -0.582 0.000
H -6.009 4.021 1.673 0.001
H -5.229 2.025 2.931 0.000
H -3.495 0.567 2.058 0.001
H -0.998 0.509 -3.254 0.016
H -1.609 0.434 -5.556 0.000
H -4.092 -0.113 -6.159 0.000
H -5.806 -0.226 -4.367 0.000
H -5.161 0.080 -1.959 0.000
H -3.385 -3.359 1.697 0.002
H -4.787 -5.389 1.782 -0.001
H -4.736 -7.022 -0.120 0.007
H -3.062 -6.722 -1.913 -0.002
H -1.666 -4.643 -2.037 0.004
H 1.608 -1.659 -2.840 0.001
H 3.838 -2.514 -3.485 0.000
H 5.726 -2.643 -1.937 0.001
H 5.386 -1.631 0.383 0.000
H 3.110 -1.078 1.123 0.001
H 0.246 -0.289 2.746 0.001
H 0.021 -1.768 4.841 0.000
H 0.555 -4.126 4.758 0.000
H 1.385 -5.165 2.640 0.000
H 1.558 -3.662 0.574 0.000
Br 0.554 6.509 -0.750 0.000
C -1.168 5.668 -0.218 0.000
Br -2.654 6.245 -1.335 0.000
H -1.439 6.048 0.722 0.000
H -1.111 4.574 -0.193 0.001


Entry 2:
102
Properties=species:S:1:pos:R:3:lowdin_spin:R:1 method="wB97M-V/def2-TZVPD" total_charge=-1 e_lumo_ev="1.995 / 1.907" s2=0.755 spin_multiplicity=2 energy_ev=-369013.276 e_homo_ev="-3.9 / -4.0"
Y 0.913 0.553 -0.228 0.001
C 3.355 0.635 3.445 0.000
S 2.259 1.960 2.938 0.000
C 0.402 0.105 4.218 0.000
C -0.773 -0.215 3.281 0.000
C -1.133 -1.694 3.040 0.004
N -0.975 -2.287 1.710 0.007
P -1.712 -1.414 0.352 0.026
C -3.463 -1.406 0.932 0.010
C -4.277 -0.453 0.325 0.001
C -5.634 -0.390 0.616 0.000
C -6.190 -1.274 1.529 -0.001
C -5.389 -2.228 2.141 0.000
C -4.035 -2.298 1.840 0.001
C -1.889 -2.720 -0.927 0.006
C -1.218 -2.551 -2.137 0.011
C -1.341 -3.498 -3.146 0.001
C -2.119 -4.627 -2.951 0.008
C -2.792 -4.806 -1.748 0.000
C -2.687 -3.854 -0.747 0.008
P 0.484 -2.955 1.189 0.110
C 0.068 -4.664 0.706 0.009
C -0.879 -5.403 1.415 0.001
C -1.164 -6.709 1.051 0.000
C -0.516 -7.282 -0.036 0.000
C 0.416 -6.547 -0.754 0.000
C 0.715 -5.241 -0.384 0.001
C 1.580 -3.238 2.621 0.031
C 1.242 -4.019 3.730 0.004
C 2.166 -4.239 4.737 0.002
C 3.447 -3.706 4.633 -0.001
C 3.798 -2.957 3.523 0.001
C 2.867 -2.718 2.517 0.003
H 4.346 0.974 3.144 0.000
H 3.144 -0.271 2.892 0.000
H 3.338 0.462 4.523 0.000
H 0.196 0.238 5.278 0.000
H 1.203 -0.623 4.079 0.000
H -0.837 1.299 1.831 0.000
H -1.675 0.275 3.656 0.000
H -2.173 -1.818 3.335 0.000
H -0.544 -2.285 3.743 0.000
H -3.842 0.258 -0.370 0.000
H -6.251 0.358 0.133 0.000
H -7.247 -1.222 1.764 0.000
H -5.819 -2.926 2.850 0.000
H -3.422 -3.065 2.301 0.000
H -0.595 -1.685 -2.298 0.003
H -0.814 -3.348 -4.080 0.000
H -2.205 -5.371 -3.734 0.000
H -3.398 -5.689 -1.587 0.000
H -3.221 -4.006 0.179 0.000
H -1.422 -4.939 2.233 0.000
H -1.904 -7.276 1.603 0.000
H -0.746 -8.300 -0.329 0.000
H 0.909 -6.986 -1.613 0.000
H 1.433 -4.657 -0.947 0.002
H 0.256 -4.466 3.807 0.000
H 1.894 -4.835 5.600 0.000
H 4.172 -3.887 5.418 0.000
H 4.797 -2.549 3.431 0.000
H 3.137 -2.134 1.645 0.003
Se 3.769 0.515 -0.207 0.011
Se 4.227 2.817 0.156 0.005
Te 2.311 3.736 -1.167 0.001
Se 0.334 3.349 0.325 0.000
Br -2.805 3.427 -2.662 0.000
C -3.008 3.624 -0.789 0.000
C -2.929 4.900 -0.239 0.000
C -3.032 5.009 1.132 0.000
C -3.209 3.859 1.892 0.000
C -3.283 2.649 1.233 0.000
N -3.189 2.525 -0.096 0.000
H -2.762 5.759 -0.871 0.000
H -2.957 5.980 1.606 0.000
H -3.282 3.901 2.970 0.000
H -3.430 1.724 1.783 0.000
N -2.926 0.669 -9.931 0.000
C -2.499 0.664 -8.862 0.000
C -1.968 0.655 -7.531 0.000
C -2.830 0.568 -6.438 0.000
C -2.315 0.559 -5.156 0.000
C -0.931 0.634 -4.936 0.000
C -0.079 0.721 -6.046 0.000
C -0.588 0.732 -7.330 0.000
C -0.410 0.613 -3.611 0.000
C 0.032 0.598 -2.473 0.002
H -3.898 0.508 -6.600 0.000
H -2.974 0.492 -4.300 0.000
H 0.988 0.779 -5.878 0.000
H 0.075 0.799 -8.182 0.000
S 2.195 -2.152 -1.202 0.421
C 1.104 -1.866 0.062 0.301
C 0.269 3.106 5.229 0.000
C -0.186 2.579 3.875 0.000
C 0.608 1.367 3.363 0.000
N -0.149 0.665 2.244 0.002
H -0.327 3.975 5.513 0.000
H 1.316 3.405 5.196 0.000
H 0.156 2.356 6.016 0.000
H -0.103 3.364 3.118 0.000
H -1.247 2.303 3.926 0.000


Entry 3:
99
Properties=species:S:1:pos:R:3:lowdin_charge:R:1 method="wB97M-V/def2-TZVPD" total_charge=+1 e_lumo_ev=-2.838 energy_ev=-112665.541 e_homo_ev=-9.8
Zr 1.002 0.466 -0.866 1.243
O 0.513 -0.931 0.796 -0.624
S -0.990 -1.048 1.067 1.011
C -1.189 -0.640 2.788 -0.363
C -0.983 -1.464 3.888 -0.072
C -1.262 -0.962 5.149 -0.046
C -1.725 0.340 5.302 -0.036
C -1.814 1.186 4.208 -0.064
C -1.509 0.716 2.936 -0.380
P -1.107 1.817 1.518 1.056
C -0.374 3.198 2.474 -0.377
C 0.676 2.871 3.338 -0.143
C 1.340 3.853 4.049 -0.072
C 0.972 5.186 3.899 -0.073
C -0.071 5.518 3.051 -0.067
C -0.750 4.529 2.345 -0.069
C -2.701 2.403 0.892 -0.371
C -3.893 1.802 1.293 -0.086
C -5.099 2.193 0.730 -0.077
C -5.124 3.187 -0.236 -0.075
C -3.939 3.779 -0.652 -0.066
C -2.730 3.382 -0.103 -0.156
C -1.439 -2.769 0.859 -0.304
C -2.083 -3.511 1.842 -0.059
C -2.471 -4.818 1.591 -0.039
C -2.224 -5.391 0.357 -0.035
C -1.646 -4.630 -0.646 -0.068
C -1.272 -3.304 -0.430 -0.237
P -0.853 -2.382 -1.950 0.856
C 0.240 -3.450 -2.866 -0.315
C 0.225 -3.415 -4.260 -0.071
C 1.174 -4.133 -4.973 -0.059
C 2.130 -4.880 -4.298 -0.056
C 2.150 -4.911 -2.910 -0.064
C 1.212 -4.192 -2.191 -0.092
C -2.396 -2.156 -2.835 -0.265
C -3.088 -3.207 -3.438 -0.080
C -4.290 -2.960 -4.078 -0.066
C -4.803 -1.668 -4.114 -0.061
C -4.112 -0.622 -3.521 -0.052
C -2.904 -0.857 -2.880 -0.048
H -0.596 -2.467 3.781 0.118
H -1.116 -1.593 6.016 0.116
H -1.966 0.713 6.289 0.117
H -2.070 2.229 4.342 0.126
H 0.972 1.833 3.457 0.110
H 2.147 3.587 4.720 0.111
H 1.493 5.958 4.448 0.109
H -0.370 6.552 2.940 0.110
H -1.574 4.806 1.703 0.096
H -3.887 1.031 2.056 0.097
H -6.020 1.724 1.053 0.106
H -6.066 3.497 -0.670 0.107
H -3.952 4.541 -1.419 0.111
H -1.805 3.803 -0.476 0.057
H -2.318 -3.074 2.798 0.096
H -2.965 -5.383 2.369 0.120
H -2.507 -6.416 0.162 0.120
H -1.492 -5.070 -1.623 0.109
H -0.516 -2.825 -4.782 0.118
H 1.168 -4.106 -6.054 0.114
H 2.870 -5.435 -4.859 0.115
H 2.906 -5.483 -2.389 0.115
H 1.243 -4.194 -1.108 0.119
H -2.686 -4.213 -3.426 0.105
H -4.824 -3.771 -4.555 0.110
H -5.742 -1.478 -4.618 0.111
H -4.505 0.385 -3.564 0.113
H -2.344 -0.037 -2.443 0.064
C 4.155 -0.908 1.778 -0.059
C 4.591 -0.316 0.445 -0.374
C 6.087 0.039 0.454 -0.036
C 3.804 0.903 0.049 -0.185
C 3.981 1.400 -1.324 -0.148
C 3.378 2.724 -1.692 -0.122
C 2.727 3.522 -0.644 -0.234
C 2.308 4.913 -0.976 -0.020
C 2.464 2.921 0.526 -0.046
C 2.954 1.588 0.856 -0.067
H 4.741 -1.802 1.989 0.087
H 3.100 -1.193 1.762 0.070
H 4.316 -0.209 2.601 0.087
H 4.423 -1.062 -0.340 0.126
H 6.283 0.889 1.109 0.092
H 6.453 0.279 -0.544 0.081
H 6.663 -0.811 0.819 0.085
H 4.754 0.965 -1.943 0.140
H 3.749 3.232 -2.575 0.169
H 1.517 4.874 -1.731 0.088
H 3.137 5.488 -1.395 0.093
H 1.929 5.432 -0.097 0.082
H 1.927 3.467 1.292 0.093
H 2.757 1.225 1.857 0.103
O 2.368 -0.968 -1.523 -0.759
Cl 2.803 -1.362 -3.039 0.983
O 4.236 -0.922 -3.278 -0.613
O 2.722 1.489 -2.022 -0.218
O -0.300 -1.004 -1.720 -0.559
S -0.298 1.969 -1.969 0.065


Entry 4:
103
Properties=species:S:1:pos:R:3:lowdin_charge:R:1 method="wB97M-V/def2-TZVPD" total_charge=+2 e_lumo_ev="-7.597 / -7.616" energy_ev=-114878.591 e_homo_ev="-11.6 / -11.6"
Ta -1.354 0.100 0.661 1.707
C -4.991 2.176 -0.750 0.004
C -3.574 1.896 -0.604 -0.165
N -3.029 1.181 0.455 -0.219
N -3.852 0.717 1.468 -0.041
C -3.279 0.657 2.626 -1.067
S -1.589 1.160 2.809 0.645
S -4.120 -0.142 3.936 0.951
C -5.690 0.784 3.989 -0.387
C -7.013 -0.021 3.739 -0.266
C -7.277 -1.173 4.487 -0.070
C -8.322 -1.989 4.146 -0.096
C -9.161 -1.666 3.115 -0.108
C -8.981 -0.539 2.337 -0.057
C -7.906 0.332 2.715 -0.040
C -2.684 2.642 -1.456 -0.122
C -2.989 3.818 -2.197 0.014
C -2.018 4.800 -2.488 -0.021
C -0.629 4.502 -2.324 0.015
C -0.347 3.235 -1.795 -0.005
C -1.326 2.335 -1.383 -0.227
O -0.776 1.153 -0.852 -0.272
H -5.495 1.340 -0.223 0.098
H -5.246 2.132 -1.823 0.118
H -5.268 3.139 -0.318 0.126
H -5.548 1.671 3.307 0.090
H -5.798 1.179 5.021 0.093
H -6.719 -1.379 5.380 0.111
H -8.525 -2.927 4.709 0.128
H -10.062 -2.337 2.998 0.131
H -9.558 -0.328 1.433 0.108
H -7.750 1.234 2.151 0.093
H -3.980 4.011 -2.598 0.124
H -2.285 5.699 -3.004 0.108
H 0.269 5.168 -2.466 0.147
H 0.698 2.862 -1.800 0.096
C 4.441 -0.334 5.978 -0.075
C 5.115 0.680 5.340 -0.058
C 4.808 0.998 3.971 -0.117
C 3.888 0.202 3.307 -0.466
C 3.247 -0.886 3.899 -0.129
C 3.640 -1.203 5.218 -0.065
Sb 3.332 0.712 1.355 1.509
C 4.734 -0.582 0.178 -0.374
C 5.980 -0.676 0.652 -0.130
C 6.972 -1.378 -0.102 -0.060
C 6.676 -1.743 -1.391 -0.075
C 5.340 -1.587 -1.870 -0.088
C 4.350 -1.081 -1.059 -0.158
C 4.012 2.673 0.633 -0.375
C 4.183 3.750 1.491 -0.145
C 4.819 4.908 1.076 -0.107
C 5.219 5.032 -0.194 -0.080
C 5.041 3.958 -1.108 -0.056
C 4.440 2.784 -0.685 -0.153
H 4.649 -0.544 7.041 0.120
H 5.786 1.320 5.842 0.093
H 5.352 1.736 3.421 0.081
H 2.714 -1.691 3.371 0.095
H 3.212 -2.030 5.715 0.090
H 6.252 -0.175 1.592 0.102
H 7.946 -1.448 0.363 0.107
H 7.441 -2.235 -2.007 0.113
H 5.187 -1.863 -2.918 0.101
H 3.296 -1.160 -1.340 0.088
H 4.036 3.637 2.576 0.099
H 5.029 5.670 1.831 0.120
H 5.732 5.894 -0.541 0.101
H 5.451 4.027 -2.090 0.095
H 4.415 1.956 -1.378 0.071
N -1.772 -7.176 -2.670 0.119
C -1.442 -6.154 -1.818 -0.302
C -1.902 -6.081 -0.496 -0.007
C -1.436 -5.076 0.361 -0.020
C -0.588 -4.071 -0.176 -0.302
C 0.072 -4.244 -1.409 -0.079
C -0.411 -5.260 -2.244 0.000
S -0.202 -2.560 0.639 0.665
O 1.043 -2.661 1.333 -0.259
O -1.379 -1.983 1.416 -0.443
N -0.016 -1.382 -0.512 -0.236
C -0.972 -1.390 -1.529 -0.781
S -0.676 -1.474 -3.223 1.128
C -2.372 -1.282 -3.505 -0.338
C -3.059 -1.103 -2.344 -0.188
N -2.261 -1.151 -1.204 -0.049
H -2.732 -7.558 -2.626 0.129
H -1.369 -7.124 -3.611 0.115
H -2.800 -6.665 -0.133 0.145
H -1.757 -5.002 1.376 0.115
H 0.947 -3.647 -1.588 0.114
H -0.072 -5.272 -3.255 0.108
H -2.810 -1.460 -4.481 0.086
H -4.142 -1.076 -2.122 0.134
C 3.517 1.917 -6.447 -0.102
C 3.821 1.077 -5.224 -0.224
C 2.975 1.459 -4.128 -0.225
N 2.322 1.767 -3.222 0.176
H 4.334 1.952 -7.164 0.082
H 3.400 2.982 -6.224 0.088
H 2.654 1.581 -6.989 0.073
H 4.859 1.356 -4.928 0.139
H 3.668 0.021 -5.419 0.119